# 1
Entry from OMol25: a cluster of 5 separate species, C29H27F5N7O8 in total in a non-equilibrium geometry (the ωB97M-V functional and the def2-TZVPD basis).

CARTESIAN COORDINATES (ANGSTROEM)
N1 3.1829 0.0379 -1.3810
C1 2.4679 1.1308 -1.1963
N2 2.5746 2.3021 -1.8417
C2 2.1773 3.4031 -0.9144
C3 1.6527 2.5966 0.2992
N3 1.4306 1.2227 -0.1760
C4 0.1518 0.8771 -0.7775
F1 -0.2529 -0.2586 -0.1689
F2 0.2351 0.5632 -2.0860
C5 -0.9993 1.9030 -0.5892
F3 -0.8075 3.0234 -1.3001
F4 -1.2919 2.1564 0.6591
F5 -2.1031 1.3077 -1.1024
H1 4.1882 0.0169 -1.2353
H2 2.6886 -0.8174 -1.6189
H3 3.4794 2.4514 -2.2930
H4 3.1004 3.8600 -0.5264
H5 1.5062 4.1744 -1.3080
H6 0.9722 3.0444 1.0300
H7 2.5763 2.4901 0.9060
C6 -5.1908 3.8356 -2.2072
C7 -6.0386 4.7630 -2.7990
C8 -5.5616 5.6098 -3.7884
C9 -4.2359 5.5146 -4.1759
C10 -3.3787 4.6011 -3.5871
C11 -3.8591 3.7568 -2.5977
N4 -3.7286 6.3921 -5.2391
O1 -4.4987 7.1968 -5.7231
O2 -2.5645 6.2582 -5.5748
H8 -5.5687 3.1698 -1.4397
H9 -7.0745 4.8230 -2.4915
H10 -6.2266 6.3289 -4.2459
H11 -2.3424 4.5371 -3.8891
H12 -3.2036 3.0370 -2.1344
C12 -9.6208 -1.2399 -2.4523
C13 -10.3868 -0.4446 -1.6101
C14 -9.7751 0.5010 -0.8024
C15 -8.3977 0.6419 -0.8515
C16 -7.6217 -0.1505 -1.6822
C17 -8.2398 -1.0959 -2.4852
N5 -7.7503 1.6593 -0.0155
O3 -8.4549 2.3249 0.7139
O4 -6.5373 1.7832 -0.1039
H13 -10.1020 -1.9742 -3.0863
H14 -11.4622 -0.5601 -1.5856
H15 -10.3766 1.1173 -0.1489
H16 -6.5468 -0.0406 -1.7143
H17 -7.6456 -1.7191 -3.1405
C18 1.0811 -3.9581 1.9454
C19 1.2307 -2.5792 1.8709
C20 2.4752 -2.0266 1.6268
C21 3.5649 -2.8621 1.4519
C22 3.4358 -4.2401 1.5343
C23 2.1850 -4.7876 1.7838
N6 4.8754 -2.2723 1.1600
O5 4.9518 -1.0495 1.1065
O6 5.8079 -3.0237 0.9788
H18 0.1040 -4.3873 2.1281
H19 0.3722 -1.9328 1.9988
H20 2.5807 -0.9518 1.5702
H21 4.2893 -4.8909 1.4034
H22 2.0693 -5.8613 1.8457
C24 8.0441 -2.5659 4.4856
C25 8.5344 -3.1721 5.6351
C26 8.9387 -4.4980 5.6020
C27 8.8505 -5.2016 4.4122
C28 8.3572 -4.6106 3.2613
C29 7.9518 -3.2856 3.3009
N7 9.3003 -6.6000 4.3668
O7 9.7100 -7.0949 5.3987
O8 9.2380 -7.1784 3.2977
H23 7.7338 -1.5282 4.5129
H24 8.6043 -2.6098 6.5571
H25 9.3194 -4.9651 6.4994
H26 8.2863 -5.1652 2.3359
H27 7.5682 -2.8127 2.4088

Its spin multiplicity is 1. The value obtained for the total energy is -70890.8059 eV. The HOMO energy comes out at -11.51 eV. Its net charge is +1.

# 2
Entry from OMol25: the molecule C5H14N2O in a non-equilibrium geometry (the ωB97M-V functional and the def2-TZVPD basis).

CARTESIAN COORDINATES (ANGSTROEM)
N1 1.1316 -1.2412 1.6875
C1 0.9450 -0.3863 0.4934
C2 0.8368 1.0770 0.8496
O1 2.1438 1.5464 1.2083
C3 -0.3059 -0.9417 -0.2237
N2 -1.0538 0.0298 -1.0437
C4 -1.0360 -0.3682 -2.4627
C5 -2.4308 0.1387 -0.5660
H1 1.9622 -0.9363 2.1886
H2 0.3465 -1.1873 2.3178
H3 1.8542 -0.6086 -0.0628
H4 0.4452 1.6167 -0.0111
H5 0.1877 1.1876 1.7243
H6 2.1880 2.4999 1.0929
H7 0.0052 -1.8061 -0.8166
H8 -0.9538 -1.3779 0.5393
H9 -0.0157 -0.7131 -2.6283
H10 -1.7567 -1.1471 -2.7325
H11 -1.2333 0.4530 -3.1541
H12 -2.9976 0.7018 -1.3082
H13 -2.9477 -0.7884 -0.2826
H14 -2.4536 0.7191 0.3669

Its spin multiplicity is 1. The value obtained for the total energy is -10438.7150 eV. The HOMO energy comes out at -8.74 eV. Its SMILES is CN(C)C[C@H](N)CO.

# 3
Entry from OMol25: the molecule C8H6ClN3 in a non-equilibrium geometry (the ωB97M-V functional and the def2-TZVPD basis).

CARTESIAN COORDINATES (ANGSTROEM)
Cl1 -4.1444 -0.9485 -1.2085
N1 -1.8725 0.2068 -0.8091
N2 0.0127 1.4301 -0.6422
C1 -2.5724 -0.8998 -0.5435
C2 1.2576 1.6072 -0.2464
C3 -2.0726 -1.9759 0.1948
C4 1.9438 0.6329 0.4724
C5 -0.7397 -1.9169 0.6367
C6 1.3295 -0.5760 0.7519
C7 -0.6124 0.2983 -0.3531
C8 0.0067 -0.7573 0.3665
N3 1.7921 2.8323 -0.5135
H1 -2.7374 -2.8087 0.3607
H2 2.9286 0.8266 0.8625
H3 -0.3337 -2.8239 1.1264
H4 1.8205 -1.3396 1.3118
H5 2.8081 2.8690 -0.6119
H6 1.1854 3.3435 -1.1556

Its spin multiplicity is 1. The value obtained for the total energy is -25386.6723 eV. The HOMO energy comes out at -8.59 eV. Its SMILES is Nc1ccc2ccc(Cl)nc2n1.

# 4
Entry from OMol25: a structure of composition C30H47N3O2RuS2Se2 (the ωB97M-V functional and the def2-TZVPD basis).

CARTESIAN COORDINATES (ANGSTROEM)
Ru1 0.0688 -0.1018 0.4655
C1 1.3413 -1.8328 0.9630
C2 0.7042 -1.4237 2.1844
C3 1.1511 -0.0799 2.4486
C4 1.9883 0.2874 1.3268
C5 2.2073 -0.8356 0.4805
C6 3.3443 -1.0727 -0.4922
C7 3.8886 0.2097 -1.1205
C8 2.9761 -2.0865 -1.5768
C9 4.4551 -1.6750 0.3936
C10 1.2762 0.7961 3.7114
C11 0.3106 0.5811 4.8781
C12 2.7009 0.4762 4.2170
C13 1.2068 2.2890 3.3649
C14 -0.0717 -2.4444 3.0183
C15 0.8282 -2.8770 4.1890
C16 -1.4369 -1.9341 3.4845
C17 -0.3315 -3.7145 2.1960
H1 1.2290 -2.8038 0.5114
H2 2.5060 1.2286 1.2385
H3 3.2075 0.6397 -1.8522
H4 4.8141 -0.0210 -1.6496
H5 4.1252 0.9633 -0.3669
H6 2.1578 -1.7341 -2.2046
H7 2.6957 -3.0493 -1.1477
H8 3.8418 -2.2590 -2.2176
H9 4.7462 -0.9834 1.1865
H10 5.3337 -1.8843 -0.2180
H11 4.1281 -2.6080 0.8550
H12 0.3125 -0.4323 5.2649
H13 -0.7020 0.8682 4.6198
H14 0.6419 1.2299 5.6912
H15 2.8100 -0.5825 4.4591
H16 2.8989 1.0534 5.1208
H17 3.4604 0.7354 3.4769
H18 0.1995 2.5592 3.0589
H19 1.9089 2.5877 2.5859
H20 1.4592 2.8617 4.2587
H21 1.0635 -2.0682 4.8730
H22 1.7710 -3.2826 3.8140
H23 0.3275 -3.6631 4.7565
H24 -1.3970 -0.9676 3.9708
H25 -1.8710 -2.6540 4.1809
H26 -2.1077 -1.8314 2.6317
H27 0.5850 -4.2644 1.9762
H28 -0.8369 -3.4862 1.2574
H29 -0.9797 -4.3774 2.7695
C18 -2.8846 -2.5027 -0.3927
Se1 -1.2694 -1.7278 -1.1449
C19 -2.1765 -0.2463 -2.0625
C20 -1.2078 0.6936 -2.7548
Se2 0.5424 0.6159 -1.8789
C21 1.1794 2.4353 -2.1150
H30 -3.3067 -1.8154 0.3311
H31 -2.6236 -3.4518 0.0649
H32 -3.5614 -2.6807 -1.2256
H33 -2.7156 0.2654 -1.2705
H34 -2.8743 -0.6842 -2.7743
H35 -1.5629 1.7185 -2.6733
H36 -1.0387 0.4219 -3.7939
H37 0.3520 3.1346 -2.1444
H38 1.7377 2.4551 -3.0478
H39 1.8381 2.6590 -1.2808
N1 -6.5452 5.1679 0.1862
C22 -5.5847 4.2585 0.5496
C23 -5.4914 3.0218 -0.1025
C24 -4.4922 2.1323 0.2285
C25 -3.5812 2.4518 1.2261
C26 -3.6737 3.6671 1.8991
C27 -4.6599 4.5659 1.5579
S1 -2.2816 1.3689 1.6341
O1 -2.0812 1.4612 3.0554
O2 -2.5708 0.0313 1.1137
N2 -0.9296 1.8027 0.8378
C28 -0.9105 3.0180 0.1722
S2 0.0744 4.3186 0.7653
C29 -0.5171 5.3272 -0.4803
C30 -1.4137 4.6405 -1.2340
N3 -1.6263 3.3359 -0.8689
H40 -7.3328 4.8390 -0.3445
H41 -6.7463 5.9221 0.8193
H42 -6.2114 2.7674 -0.8704
H43 -4.4287 1.1773 -0.2745
H44 -2.9759 3.8985 2.6934
H45 -4.7324 5.5126 2.0786
H46 -0.1947 6.3487 -0.5965
H47 -1.9525 5.0486 -2.0766

Its spin multiplicity is 2. The value obtained for the total energy is -195378.1743 eV. The HOMO energy (spin up / spin down) comes out at -10.38 / -10.44 eV. Its net charge is +1.

# 5
Entry from OMol25: a structure of composition C2H3NP2 in a non-equilibrium geometry (the ωB97M-V functional and the def2-TZVPD basis).

CARTESIAN COORDINATES (ANGSTROEM)
C1 -0.8266 -0.2674 0.5669
C2 -0.1144 0.9627 0.6902
N1 -0.3459 -1.1263 -0.2904
P1 1.2214 1.1815 -0.3138
P2 0.5226 -0.4917 -1.4752
H1 -1.8335 -0.5242 1.0688
H2 -0.1813 1.5745 1.6456
H3 1.5576 -1.3091 -1.8921

Its spin multiplicity is 1. The value obtained for the total energy is -22188.5218 eV. The HOMO energy comes out at -8.77 eV.